Record 1
{"formula": "C52H97FN12O5P", "method": "ωB97M-V with the def2-TZVPD basis set", "elements": ["C", "C", "C", "F", "P", "C", "C", "C", "O", "O", "O", "C", "C", "N", "C", "C", "C", "O", "C", "N", "O", "H", "H", "H", "H", "H", "H", "H", "H", "H", "H", "H", "H", "H", "H", "H", "H", "H", "H", "H", "H", "H", "H", "H", "H", "H", "H", "H", "C", "C", "C", "C", "N", "H", "H", "H", "H", "H", "H", "H", "C", "C", "C", "C", "N", "H", "H", "H", "H", "H", "H", "H", "C", "C", "C", "C", "N", "H", "H", "H", "H", "H", "H", "H", "C", "C", "C", "C", "N", "H", "H", "H", "H", "H", "H", "H", "C", "C", "C", "C", "N", "H", "H", "H", "H", "H", "H", "H", "C", "C", "C", "C", "N", "H", "H", "H", "H", "H", "H", "H", "C", "C", "C", "C", "N", "H", "H", "H", "H", "H", "H", "H", "C", "C", "C", "C", "N", "H", "H", "H", "H", "H", "H", "H", "C", "C", "C", "C", "N", "H", "H", "H", "H", "H", "H", "H", "C", "C", "C", "C", "N", "H", "H", "H", "H", "H", "H", "H"], "positions_angstrom": [[5.34911, -0.05996, 1.65512], [4.05705, 0.73777, 1.09818], [3.53006, 0.10199, -0.28084], [2.07220, 0.10346, -0.16096], [4.18077, 1.06933, -1.80501], [5.12731, 1.98174, -3.21164], [6.10698, 3.12012, -2.70440], [7.48122, 3.19986, -3.50489], [8.24618, 4.18511, -3.32532], [7.87858, 2.23965, -4.45222], [4.08446, -0.24207, -2.93996], [2.75510, -0.33814, -3.53520], [2.27778, -1.77999, -3.05303], [2.27281, -2.80864, -4.15111], [1.85108, 0.95133, -3.18798], [0.32006, 0.65212, -2.94718], [-0.64865, 1.91198, -3.05380], [-1.66029, 1.73909, -2.00328], [0.03407, 3.32284, -2.79530], [0.40254, 3.52704, -1.36328], [2.59287, 1.65926, -2.19261], [4.93612, -1.01975, 2.10386], [6.00076, -0.26095, 0.75587], [5.84704, 0.59296, 2.43662], [3.24977, 0.61661, 1.89833], [4.24139, 1.84993, 1.01422], [3.83785, -0.99901, -0.30691], [4.37108, 2.30635, -1.06085], [5.50910, 0.66555, -1.32398], [5.72191, 1.17886, -3.76230], [4.36976, 2.36935, -3.96678], [6.35744, 3.04360, -1.59799], [5.62679, 4.14426, -2.84920], [8.82141, 2.40088, -4.70009], [2.91279, -0.40868, -4.65499], [1.26583, -1.81003, -2.55066], [3.02162, -2.14606, -2.27292], [1.73078, -3.59474, -3.75639], [3.24492, -3.15888, -4.18837], [1.98530, 1.60230, -4.11891], [0.19320, 0.09167, -1.97552], [0.00295, -0.06500, -3.78154], [-1.23621, 1.90347, -4.02902], [-1.85070, 0.78250, -1.93800], [0.89767, 3.54491, -3.48443], [-0.76878, 4.10920, -3.00990], [-0.39696, 3.90594, -0.85019], [0.64109, 2.63193, -0.91987], [-2.86204, 6.17638, 2.48205], [-3.46162, 7.07887, 1.41217], [-3.50517, 6.41633, 0.03510], [-2.16399, 6.15739, -0.49565], [-1.11176, 5.94145, -0.90638], [-1.81609, 5.94299, 2.26644], [-2.89802, 6.66869, 3.45471], [-3.41603, 5.23759, 2.55823], [-2.89416, 8.01331, 1.36659], [-4.48232, 7.34114, 1.70647], [-4.03937, 7.07101, -0.65955], [-4.06877, 5.48087, 0.08904], [-3.83116, -2.54685, 1.19067], [-4.40570, -1.65752, 0.09469], [-4.45682, -2.34356, -1.27173], [-3.12039, -2.63987, -1.79658], [-2.07270, -2.87604, -2.20630], [-2.78872, -2.80607, 0.99075], [-3.86538, -2.02886, 2.15146], [-4.40419, -3.47325, 1.28536], [-3.81874, -0.73628, 0.03372], [-5.42269, -1.36918, 0.37757], [-4.97457, -1.68798, -1.97805], [-5.04098, -3.26600, -1.20522], [-2.25025, 8.00168, 7.94919], [-2.62020, 6.58673, 8.37803], [-2.61251, 5.58607, 7.22158], [-3.64767, 5.87618, 6.22622], [-4.45472, 6.10812, 5.44126], [-2.98004, 8.41065, 7.24631], [-2.22074, 8.66266, 8.81837], [-1.26605, 8.02303, 7.47458], [-3.60289, 6.60088, 8.85867], [-1.90165, 6.25189, 9.13160], [-2.78114, 4.58141, 7.62075], [-1.63016, 5.57760, 6.74121], [6.57171, -4.33054, 2.14448], [6.09461, -5.44119, 1.21620], [5.86929, -4.96782, -0.22024], [4.77347, -4.00067, -0.32010], [3.91969, -3.23528, -0.39741], [5.82187, -3.54239, 2.24405], [6.76594, -4.73159, 3.14215], [7.49638, -3.88049, 1.77492], [5.17563, -5.87806, 1.61862], [6.84749, -6.23552, 1.20670], [5.63311, -5.83281, -0.84646], [6.78797, -4.52790, -0.61763], [-7.71054, -4.68655, 0.35706], [-9.14329, -4.17286, 0.43078], [-9.30906, -2.76799, -0.15117], [-8.58730, -1.75572, 0.62511], [-8.01520, -0.96285, 1.22932], [-7.03397, -4.07408, 0.95855], [-7.65796, -5.70883, 0.73694], [-7.34721, -4.68972, -0.67422], [-9.48049, -4.19330, 1.47087], [-9.78830, -4.85845, -0.12626], [-10.37252, -2.51130, -0.16105], [-8.96712, -2.75072, -1.18987], [4.22473, -3.49230, -8.42352], [5.26030, -4.60448, -8.30613], [4.96836, -5.57834, -7.16365], [5.06494, -4.93616, -5.85032], [5.13243, -4.43085, -4.82082], [4.21664, -2.85693, -7.53496], [4.45106, -2.85738, -9.28293], [3.22147, -3.90325, -8.56128], [6.25278, -4.16173, -8.18080], [5.27809, -5.16573, -9.24553], [5.68686, -6.40205, -7.20653], [3.97401, -6.01536, -7.28966], [12.82491, 5.59116, -5.37939], [11.69785, 5.54772, -6.40408], [10.57565, 4.58077, -6.02267], [11.01868, 3.18945, -6.00674], [11.35533, 2.08986, -5.98523], [13.32958, 4.62548, -5.29830], [13.57211, 6.33215, -5.67317], [12.44639, 5.86554, -4.39181], [12.11000, 5.28211, -7.38253], [11.27394, 6.55163, -6.49875], [9.76042, 4.68312, -6.74436], [10.16896, 4.84489, -5.04145], [-1.87675, 2.32871, 4.01922], [-1.69065, 0.90361, 4.52649], [-2.70398, 0.51084, 5.60428], [-2.53804, 1.29102, 6.83486], [-2.41277, 1.90984, 7.79620], [-1.70958, 3.06159, 4.81298], [-1.16432, 2.53869, 3.21894], [-2.88445, 2.47551, 3.62210], [-0.67126, 0.78590, 4.90557], [-1.79770, 0.21662, 3.68247], [-2.57758, -0.54995, 5.84064], [-3.72151, 0.63360, 5.22343], [-13.85037, -3.40398, -0.52202], [-13.49534, -4.51828, -1.49922], [-13.71569, -5.91760, -0.92187], [-12.81590, -6.20312, 0.19938], [-12.11381, -6.42530, 1.08181], [-13.20705, -3.42572, 0.36108], [-13.72416, -2.43023, -1.00016], [-14.88908, -3.48691, -0.19289], [-12.45520, -4.40079, -1.81802], [-14.11653, -4.40934, -2.39289], [-13.54295, -6.65723, -1.70875], [-14.75460, -6.03054, -0.60046], [-0.41167, -2.35446, 8.36718], [-0.78243, -3.77309, 8.77986], [-0.77822, -4.75811, 7.60998], [-1.81673, -4.44920, 6.62241], [-2.62753, -4.20404, 5.84544], [-1.14262, -1.93660, 7.67094], [-0.38008, -1.70438, 9.24391], [0.57153, -2.32819, 7.89089], [-1.76413, -3.76386, 9.26260], [-0.06301, -4.11810, 9.52830], [-0.94773, -5.76765, 7.99505], [0.20264, -4.76155, 7.12696]], "lowdin_charge": [-0.14, -0.24, -0.34, -0.14, 0.54, -0.30, -0.15, -0.40, -0.02, 0.03, -0.33, -0.26, -0.22, -0.03, -0.31, -0.09, -0.32, -0.11, -0.22, -0.01, -0.31, 0.06, 0.05, 0.06, 0.10, 0.08, 0.07, 0.01, 0.03, 0.08, 0.08, 0.11, 0.12, 0.08, 0.14, 0.10, 0.07, 0.05, 0.01, 0.13, 0.11, 0.13, 0.13, 0.07, 0.11, 0.10, 0.00, 0.06, -0.12, -0.27, -0.19, -0.20, 0.18, 0.08, 0.04, 0.07, 0.11, 0.11, 0.11, 0.12, -0.10, -0.26, -0.19, -0.23, 0.16, 0.08, 0.07, 0.07, 0.11, 0.08, 0.12, 0.10, -0.11, -0.27, -0.19, -0.23, 0.15, 0.07, 0.07, 0.08, 0.11, 0.11, 0.09, 0.12, -0.11, -0.27, -0.19, -0.18, 0.19, 0.06, 0.07, 0.08, 0.11, 0.10, 0.12, 0.12, -0.10, -0.27, -0.19, -0.23, 0.15, 0.07, 0.08, 0.07, 0.11, 0.09, 0.11, 0.12, -0.11, -0.27, -0.20, -0.22, 0.16, 0.08, 0.07, 0.08, 0.11, 0.10, 0.11, 0.12, -0.11, -0.27, -0.19, -0.24, 0.15, 0.07, 0.07, 0.08, 0.11, 0.11, 0.12, 0.11, -0.11, -0.26, -0.19, -0.23, 0.14, 0.06, 0.08, 0.08, 0.11, 0.11, 0.10, 0.12, -0.11, -0.27, -0.19, -0.23, 0.15, 0.07, 0.07, 0.08, 0.11, 0.11, 0.12, 0.12, -0.11, -0.27, -0.20, -0.24, 0.14, 0.06, 0.08, 0.08, 0.11, 0.11, 0.12, 0.12], "homo_energy_ev": -3.9, "charge": -1, "orbital_gap_ev": 5.26}



Record 2
{"formula": "C53H105N7O24", "method": "ωB97M-V with the def2-TZVPD basis set", "elements": ["C", "C", "C", "C", "N", "C", "C", "C", "C", "C", "C", "C", "H", "H", "H", "H", "H", "H", "H", "H", "H", "H", "H", "H", "H", "H", "H", "H", "H", "H", "H", "H", "H", "H", "H", "H", "C", "C", "C", "C", "N", "C", "C", "C", "C", "C", "C", "C", "H", "H", "H", "H", "H", "H", "H", "H", "H", "H", "H", "H", "H", "H", "H", "H", "H", "H", "H", "H", "H", "H", "H", "H", "C", "C", "C", "O", "C", "N", "H", "H", "H", "H", "H", "H", "H", "H", "H", "H", "H", "H", "C", "C", "C", "O", "C", "N", "H", "H", "H", "H", "H", "H", "H", "H", "H", "H", "H", "H", "C", "C", "C", "O", "C", "N", "H", "H", "H", "H", "H", "H", "H", "H", "H", "H", "H", "H", "C", "N", "C", "C", "C", "C", "C", "C", "C", "C", "N", "C", "C", "C", "H", "H", "H", "H", "H", "H", "H", "H", "H", "H", "H", "H", "H", "H", "O", "C", "O", "O", "H", "O", "C", "O", "O", "H", "O", "C", "O", "O", "H", "O", "C", "O", "O", "H", "O", "C", "O", "O", "H", "O", "C", "O", "O", "H", "O", "C", "O", "O", "H"], "positions_angstrom": [[1.62118, -13.54369, 0.65575], [1.05083, -13.97256, 2.02969], [0.44210, -12.97572, 2.98230], [1.28947, -12.09641, 3.82310], [0.55391, -11.09456, 4.77458], [-0.15060, -11.76886, 6.02697], [0.90010, -11.98248, 7.18527], [1.91404, -10.85335, 6.94988], [1.47597, -10.16375, 5.61712], [-0.45107, -10.24445, 3.91378], [-1.16431, -8.99666, 4.57140], [-2.27821, -8.54611, 3.73851], [0.85015, -13.25416, -0.05826], [1.95188, -14.42904, 0.11272], [2.50073, -12.90032, 0.67951], [1.87072, -14.46814, 2.54958], [0.37559, -14.80389, 1.82711], [-0.40019, -13.43411, 3.50049], [-0.01949, -12.36648, 2.20521], [1.82870, -11.34738, 3.24319], [1.98662, -12.50352, 4.55545], [-0.94803, -11.11030, 6.37122], [-0.53386, -12.71083, 5.63466], [0.30818, -11.74665, 8.06963], [1.34110, -12.97807, 7.23446], [1.99273, -10.14653, 7.77590], [2.89515, -11.32497, 6.89423], [0.99892, -9.21963, 5.88011], [2.32398, -9.87880, 4.99441], [-1.18190, -10.91907, 3.46781], [0.23945, -9.98553, 3.11114], [-0.65269, -8.03593, 4.62923], [-1.40263, -9.20920, 5.61358], [-2.65636, -7.72152, 4.34280], [-3.08704, -9.23999, 3.50952], [-1.96933, -8.17046, 2.76303], [-4.31359, 7.49508, -0.48390], [-5.42576, 8.48353, -0.11000], [-4.95834, 9.17785, 1.18293], [-3.98263, 10.33309, 0.96185], [-3.22841, 10.81211, 2.21682], [-4.17727, 11.19804, 3.38284], [-3.50598, 12.38749, 4.13235], [-2.17653, 12.64576, 3.48881], [-2.42752, 12.17508, 2.10058], [-2.29531, 9.67291, 2.80965], [-1.21640, 9.21171, 1.78488], [-0.24001, 8.11080, 2.29609], [-4.70306, 6.97490, -1.35902], [-4.15609, 6.76215, 0.30738], [-3.34798, 7.92208, -0.75473], [-6.27802, 7.82432, 0.05491], [-5.61349, 9.32098, -0.78196], [-4.45203, 8.48490, 1.85491], [-5.89869, 9.52144, 1.61397], [-4.59028, 11.17438, 0.62854], [-3.21735, 10.18860, 0.19924], [-4.22763, 10.23790, 3.89634], [-5.17015, 11.38203, 2.97243], [-3.64051, 12.22449, 5.20166], [-4.08483, 13.26285, 3.83779], [-1.42389, 12.12398, 4.07991], [-1.93345, 13.70806, 3.51168], [-1.54677, 12.18597, 1.45851], [-3.02873, 12.91910, 1.57798], [-2.83853, 8.88063, 3.32472], [-1.81099, 10.09444, 3.69046], [-0.70101, 10.11290, 1.45272], [-1.67543, 8.70419, 0.93646], [0.27432, 8.29890, 3.23852], [0.52954, 7.88868, 1.55680], [-0.82839, 7.19900, 2.39872], [-6.00229, 1.79502, -4.23506], [-7.27807, 1.23929, -4.74651], [-7.27778, -0.25584, -4.58925], [-8.47798, -0.82448, -5.04256], [-8.36706, -2.15489, -5.33496], [-8.53200, 1.99344, -4.10504], [-8.62120, 2.86589, -4.60601], [-9.44046, 1.57328, -4.24013], [-8.42690, 2.21306, -3.12482], [-5.84732, 2.83565, -4.51998], [-5.14417, 1.24542, -4.62195], [-6.04000, 1.74040, -3.14708], [-7.32152, 1.32690, -5.83211], [-7.18188, -0.47497, -3.52582], [-6.38374, -0.77553, -4.93382], [-9.28815, -2.47508, -5.82195], [-8.17847, -2.53371, -4.33046], [-7.61983, -2.45577, -6.06929], [-2.56682, -3.16559, -1.77948], [-2.05439, -1.76583, -2.18114], [-2.39488, -0.67284, -1.20318], [-1.65114, 0.55548, -1.62981], [-1.78438, 1.65360, -0.73626], [-0.48744, -1.83321, -2.42523], [-0.14285, -0.90533, -2.62622], [0.05366, -2.16692, -1.64041], [-0.47745, -2.41531, -3.25056], [-2.12789, -3.43260, -0.81815], [-2.44702, -3.91979, -2.55724], [-3.62495, -3.09668, -1.52708], [-2.50888, -1.56588, -3.15147], [-2.18116, -1.06533, -0.20902], [-3.45869, -0.43537, -1.20871], [-1.11179, 2.42296, -1.11547], [-1.58655, 1.31805, 0.28175], [-2.81183, 2.01368, -0.78906], [2.79181, 11.55095, -1.40157], [3.65592, 10.91493, -2.51451], [3.51967, 9.26806, -2.46294], [2.19909, 8.79716, -2.45859], [2.10022, 7.38792, -2.86645], [3.08356, 11.38699, -3.81428], [3.25088, 12.37126, -3.96701], [3.59836, 10.88098, -4.52070], [2.08919, 11.23104, -3.89799], [1.80964, 11.08483, -1.32305], [2.48691, 12.59657, -1.35913], [3.14501, 11.36732, -0.38687], [4.65749, 11.31791, -2.36427], [4.03284, 8.83660, -1.60352], [4.02483, 8.87724, -3.34621], [2.55737, 7.18768, -3.83548], [1.02568, 7.20779, -2.83454], [2.59425, 6.83371, -2.06840], [4.32494, 0.42661, 0.93560], [5.54791, -0.36116, 1.00404], [6.36145, -0.29829, 2.07347], [7.61063, -0.94381, 2.11293], [8.10231, -1.52159, 0.94013], [7.20208, -1.54290, -0.17215], [5.92388, -0.95765, -0.12793], [9.47324, -2.10010, 0.93891], [10.58372, -1.32511, 1.22600], [11.83954, -1.97766, 1.45572], [11.91060, -3.26473, 1.06220], [10.85927, -3.98568, 0.64077], [9.58735, -3.40508, 0.56713], [13.22611, -3.85992, 1.13935], [4.50770, 1.40121, 1.38821], [3.64007, -0.09619, 1.60324], [3.95025, 0.59584, -0.07389], [6.03185, 0.30243, 2.90828], [8.21641, -0.88016, 3.00477], [7.56942, -2.07880, -1.03486], [5.18735, -1.06440, -0.91057], [10.55142, -0.25248, 1.34781], [12.75023, -1.46248, 1.72336], [11.06093, -4.96455, 0.23146], [8.72339, -4.02877, 0.39111], [13.85796, -2.97348, 1.08379], [13.43621, -4.48560, 0.27190], [13.29368, -4.28766, 2.13964], [0.80865, -5.78591, 1.17360], [1.49095, -4.63820, 1.11641], [1.16337, -3.66671, 1.77858], [2.36656, -4.54281, 0.21782], [1.19639, -6.18666, 0.39215], [-2.90020, -2.86740, -8.05200], [-2.04216, -3.81361, -7.69831], [-0.96460, -3.47832, -7.12631], [-2.35471, -4.99856, -7.81261], [-2.26231, -2.16260, -7.91803], [1.74269, -7.43222, -4.44735], [0.86516, -7.75405, -5.33857], [-0.38802, -7.74641, -5.06325], [0.95172, -8.21350, -6.48472], [2.58945, -7.28461, -4.87489], [-6.94776, -5.65133, 1.03018], [-7.68048, -5.64607, 2.11429], [-8.16473, -6.67541, 2.68842], [-7.78942, -4.53474, 2.56516], [-6.97544, -4.71909, 1.25770], [-3.67628, 3.72279, 3.46504], [-3.23167, 3.14632, 4.44560], [-2.68815, 3.78176, 5.30501], [-3.44728, 1.92292, 4.43873], [-3.62738, 2.79416, 3.22657], [4.62542, 2.98138, -5.44145], [4.57347, 1.75672, -5.01511], [3.48872, 1.31580, -4.61207], [5.68411, 1.09327, -5.11182], [3.71168, 3.25135, -5.55891], [-0.27592, 1.67562, -6.33141], [-0.36599, 2.84925, -6.96075], [-1.30424, 2.98281, -7.75718], [0.54449, 3.74339, -6.91003], [0.61945, 1.71609, -5.98749]], "lowdin_charge": [-0.09, -0.25, -0.21, -0.09, -0.18, -0.05, -0.13, -0.14, -0.08, -0.06, -0.25, -0.11, 0.08, 0.07, 0.07, 0.10, 0.11, 0.12, 0.12, 0.13, 0.14, 0.12, 0.12, 0.11, 0.11, 0.12, 0.11, 0.12, 0.13, 0.12, 0.13, 0.12, 0.10, 0.10, 0.09, 0.10, -0.10, -0.22, -0.20, -0.11, -0.15, -0.07, -0.14, -0.19, -0.09, -0.08, -0.20, -0.07, 0.07, 0.09, 0.06, 0.12, 0.11, 0.11, 0.12, 0.13, 0.12, 0.12, 0.13, 0.13, 0.12, 0.12, 0.13, 0.12, 0.14, 0.13, 0.12, 0.09, 0.09, 0.08, 0.07, 0.09, -0.04, -0.28, -0.22, -0.18, -0.11, 0.27, 0.16, 0.16, 0.16, 0.10, 0.12, 0.09, 0.16, 0.14, 0.15, 0.10, 0.11, 0.11, -0.02, -0.28, -0.14, -0.21, -0.09, 0.28, 0.15, 0.17, 0.17, 0.09, 0.10, 0.09, 0.15, 0.14, 0.13, 0.09, 0.09, 0.08, -0.06, -0.23, -0.17, -0.22, -0.01, 0.23, 0.17, 0.17, 0.17, 0.07, 0.08, 0.09, 0.15, 0.14, 0.12, 0.10, 0.10, 0.10, 0.02, -0.12, -0.01, 0.02, -0.16, 0.06, 0.02, -0.22, 0.03, -0.01, -0.16, -0.02, 0.01, 0.00, 0.10, 0.12, 0.11, 0.13, 0.12, 0.13, 0.16, 0.12, 0.12, 0.13, 0.14, 0.09, 0.11, 0.11, 0.05, -0.95, -0.06, -0.12, 0.08, 0.08, -0.89, -0.04, 0.02, 0.09, 0.16, -0.81, 0.06, 0.08, 0.12, 0.07, -0.97, -0.11, -0.03, 0.04, 0.12, -1.11, -0.02, -0.03, 0.04, 0.06, -0.92, -0.08, -0.15, 0.09, 0.05, -0.91, -0.09, -0.14, 0.08], "homo_energy_ev": -3.9, "charge": 0, "orbital_gap_ev": 1.09}